Entry 1:
C21H46NOP3SeTi as an isolated structure at a distorted geometry, computed with ωB97M-V/def2-TZVPD.

net charge = +4
lowest unoccupied orbital energy (spin up / spin down) = -15.03 / -15.03 eV
energy = -142346.7837 eV

Atoms and positions in Å:
Se 0.04 1.51 -1.85
Ti 0.01 0.19 0.76
P 0.30 2.26 2.06
P 2.49 0.10 0.27
P -2.40 0.81 0.24
O -0.21 -0.86 2.30
N -0.85 -1.80 4.24
C 0.11 -1.45 3.40
C -0.17 -1.44 -4.93
C -2.75 2.49 -0.42
C -0.65 -4.49 -6.17
C 0.62 1.20 -4.59
C 0.46 3.85 1.15
C -0.19 -0.89 -3.64
C 3.24 1.62 -0.41
C -3.03 -0.23 -1.12
C -0.49 -3.46 -7.02
C 2.77 -1.08 -1.10
C -1.05 2.58 3.26
C -2.24 -1.43 4.00
C -0.54 -2.33 5.56
C 1.79 2.24 3.14
C 3.78 -0.39 1.46
C 0.15 0.46 -3.49
C -3.69 0.67 1.52
C 1.52 -1.84 3.68
C 0.24 -0.69 -6.04
C 0.64 0.64 -5.86
H 3.85 -1.29 -1.19
H -2.53 -1.64 2.95
H 2.25 -2.02 -0.88
H -0.07 -3.32 5.50
H 2.40 -0.67 -2.05
H 2.78 1.87 -1.37
H -1.35 -2.78 -7.20
H -4.13 -0.21 -1.12
H -3.84 2.60 -0.53
H -3.97 -0.39 1.64
H -0.46 -2.48 -5.06
H 4.32 1.45 -0.56
H 0.24 -1.14 -7.03
H 0.96 1.23 -6.72
H 4.76 -0.21 1.01
H 2.71 2.32 2.54
H 1.98 -2.26 2.77
H 3.71 0.21 2.38
H 0.02 0.07 -1.15
H -2.38 3.26 0.25
H -0.48 -1.49 -2.77
H -2.70 -1.27 -0.98
H 1.74 3.10 3.83
H 0.53 4.67 1.87
H 1.37 3.83 0.53
H -0.41 4.00 0.50
H -0.76 3.40 3.93
H -2.67 0.12 -2.09
H -3.32 1.04 2.48
H -1.49 -2.44 6.11
H -4.57 1.25 1.21
H 0.17 -5.15 -5.91
H -2.42 -0.36 4.25
H -1.63 -4.70 -5.74
H 0.43 -3.24 -7.57
H -1.23 1.67 3.87
H -2.84 -2.06 4.67
H 1.82 1.32 3.72
H 1.57 -2.60 4.48
H 0.96 2.24 -4.46
H 3.12 2.47 0.28
H 3.69 -1.45 1.72
H -1.98 2.85 2.75
H -2.28 2.60 -1.41
H 0.12 -1.67 6.13
H 2.13 -0.97 3.99

Entry 2:
A 2-piece molecular cluster, C21H47BBrClF2N5O7PS3Si overall at a distorted geometry, computed with ωB97M-V/def2-TZVPD.

net charge = 0
lowest unoccupied orbital energy = -1.13 eV
energy = -182663.9212 eV

Atoms and positions in Å:
Br -4.02 4.62 0.64
Cl 1.18 2.26 -3.03
S -4.38 -1.87 5.74
S -1.94 -1.60 6.61
S 0.29 -1.60 0.04
P 3.78 -1.32 0.56
Si 3.99 1.77 -2.03
F -2.14 -3.07 7.17
F -5.73 -1.06 5.99
O -1.09 -1.02 7.64
O -6.22 -2.75 -0.59
O -2.09 0.93 1.53
O -4.26 -1.78 4.30
O -4.74 -3.17 6.26
O 5.18 -1.56 0.02
O -1.28 -1.82 5.34
N 1.36 1.45 -1.54
N 4.87 -1.46 -2.96
N -3.88 -2.55 -1.09
N -3.39 -1.00 6.60
N 1.72 0.39 1.09
C -4.05 -1.80 -2.36
C 0.09 1.22 -0.78
C -4.82 -2.09 1.33
C -2.30 -0.01 -1.42
C -2.02 4.46 0.50
C -1.74 3.25 -0.55
C 3.45 -1.77 -2.68
C -0.98 0.72 -1.86
C -0.26 2.73 -0.25
C 5.72 1.25 -1.30
C -2.81 -0.87 -2.71
C 4.36 1.75 -3.90
C 0.35 0.26 0.47
C 3.76 3.55 -1.29
C 1.97 1.56 1.97
C -3.41 -3.95 -1.30
C 2.87 0.24 0.07
C -5.05 -2.48 -0.21
C -0.63 -0.60 3.04
C 2.53 0.55 -1.44
C 2.43 -0.57 -2.54
B -0.83 0.26 1.64
H 3.01 -2.52 0.28
H 4.41 4.27 -1.89
H 3.59 1.08 0.41
H 4.16 3.49 -0.21
H -1.69 4.17 1.56
H 5.69 0.98 -0.19
H 1.77 -0.44 1.73
H 0.14 -1.43 2.90
H -1.64 -0.97 3.43
H 6.27 0.50 -1.95
H 6.34 2.22 -1.36
H -2.94 -0.21 -3.64
H -2.25 -0.78 -0.59
H -1.93 -1.57 -2.96
H -1.76 3.74 -1.58
H -5.00 -1.18 -2.28
H -4.60 -0.96 1.37
H 1.97 2.55 1.39
H -2.64 -4.05 -2.13
H -3.20 0.67 -1.19
H 3.69 2.50 -4.43
H 1.40 -1.11 -2.46
H -1.53 5.44 0.16
H 3.88 -1.30 2.01
H -4.13 -2.58 -3.21
H -2.58 2.51 -0.39
H 2.67 3.86 -1.23
H -0.09 2.88 0.86
H -2.83 0.29 1.38
H 5.44 2.10 -4.06
H -2.89 -4.32 -0.34
H -1.38 1.55 -2.55
H 0.44 3.52 -0.72
H -4.30 -4.66 -1.44
H 3.09 -2.34 -3.62
H -5.74 -2.30 1.97
H -0.46 0.01 -2.61
H -0.96 -2.09 0.37
H 3.03 1.50 2.44
H 5.44 -2.22 -2.57
H -0.17 0.12 3.82
H 1.30 1.69 2.87
H 2.37 -0.15 -3.61
H 5.03 -1.47 -3.99
H 3.38 -2.59 -1.87
H -3.89 -2.59 1.77
H 4.26 0.72 -4.38

Entry 3:
C21H47BrN3O21S8 as an isolated structure, computed with ωB97M-V/def2-TZVPD.

net charge = -1
lowest unoccupied orbital energy = 1.81 eV
energy = -226730.4336 eV

Atoms and positions in Å:
Br 1.21 2.02 -0.27
S -8.07 -6.16 -0.78
S -2.91 -3.65 0.89
S 3.63 -2.59 0.17
S 1.44 1.12 -5.79
S 3.98 -3.49 3.47
S 4.52 -0.20 -0.78
S -0.18 6.32 0.08
S 2.05 4.01 5.18
O 1.85 4.71 3.95
O 4.32 0.29 0.56
O 3.40 3.22 5.15
O -0.45 5.18 -0.74
O 2.63 -2.06 1.07
O 4.68 -2.51 5.82
O -2.63 -2.26 0.21
O 0.02 1.25 -5.79
O -1.39 7.35 -0.05
O 1.40 -0.14 -1.89
O -8.91 -7.07 0.22
O 1.04 7.05 -0.07
O 5.86 -0.06 -1.29
O 1.92 1.01 -7.31
O -7.38 -5.17 -0.02
O -2.26 -4.70 0.16
O 2.26 2.09 -5.13
O 1.01 3.16 5.68
O 3.35 -3.92 -0.32
O -2.70 -3.54 2.30
O -8.90 -5.77 -1.88
N 6.22 -1.00 5.37
N 3.91 -1.63 -1.09
N 5.80 -1.56 4.17
C 3.51 2.09 2.94
C -6.94 -7.39 -1.32
C 3.46 1.94 4.44
C -1.36 -1.59 0.45
C 5.18 -3.74 2.15
C -11.07 -5.89 0.47
C 4.91 -2.45 4.48
C 2.24 3.34 -8.03
C 5.53 -1.57 6.29
C 1.49 2.04 -8.22
C -0.19 -2.18 -0.30
C -9.80 -6.41 1.14
C -4.63 -3.73 0.55
C 2.05 0.75 -1.46
C -1.43 8.18 -1.22
C 1.91 -0.48 -5.26
C 5.18 -2.70 1.03
C 3.51 0.91 -1.79
C -1.86 7.43 -2.47
C -0.42 5.88 1.77
C 2.51 5.18 6.41
H -6.32 -6.93 -2.09
H 2.61 1.33 4.76
H 6.17 -3.76 2.57
H 5.55 -1.39 7.35
H -0.24 6.75 2.39
H 1.68 1.63 -9.21
H 1.32 -1.22 -5.79
H -1.98 8.13 -3.30
H 2.67 4.65 7.35
H 1.72 -0.53 -4.19
H 4.98 -4.72 1.72
H -4.98 -4.70 0.89
H 2.02 3.79 -7.06
H 3.31 3.18 -8.08
H -7.50 -8.23 -1.73
H 5.47 -1.73 1.41
H -1.53 -0.56 0.13
H 3.65 1.12 2.47
H -0.45 8.65 -1.36
H -9.26 -5.61 1.64
H 2.97 -0.62 -5.45
H -2.81 6.93 -2.29
H 0.41 2.18 -8.11
H 0.70 -1.59 -0.15
H -10.05 -7.16 1.88
H 1.95 4.05 -8.81
H -1.17 -1.57 1.53
H -1.13 6.67 -2.75
H 0.31 5.11 2.00
H 3.59 0.60 -2.83
H 3.88 1.91 -1.64
H 0.03 -3.19 0.05
H -1.43 5.50 1.89
H 4.33 2.75 2.65
H -11.56 -6.69 -0.07
H -2.14 8.97 -0.98
H 3.40 5.69 6.09
H 5.91 -3.00 0.28
H -4.78 -3.64 -0.53
H -6.33 -7.71 -0.48
H -0.41 -2.25 -1.36
H -10.85 -5.09 -0.24
H 2.59 2.52 2.55
H -11.75 -5.50 1.23
H 4.36 1.46 4.80
H -5.14 -2.93 1.08
H 1.68 5.88 6.51

- Which value of net charge does entry 2 give?
  0

- Which of these has the highest energy?
  C21H46NOP3SeTi

- Which of these has the highest energy?
  C21H46NOP3SeTi

- The highest net charge belongs to which entry?
  C21H46NOP3SeTi